No. 1
47
Properties=species:S:1:pos:R:3:forces:R:3 method="wB97M-V/def2-TZVPD" total_energy_ev=-56627.228 total_charge=+3 relative_energy_kj_mol=8.90 e_homo_ev=-19.53 spin_multiplicity=1
Sc -0.528 0.047 0.333 0.1 -0.3 -0.6
C 0.073 2.031 -3.221 0.7 0.1 0.2
C -0.336 2.074 -1.777 -0.1 0.2 1.3
C -1.682 1.829 -1.351 1.6 -0.2 -1.3
C -2.179 2.056 -0.087 0.5 -0.4 1.1
C -1.238 2.390 0.924 0.2 0.0 -0.9
C 0.116 2.653 0.556 -1.4 -0.3 -0.1
C 0.544 2.548 -0.765 -0.1 -0.7 -0.8
H -0.721 1.706 -3.869 -0.3 -0.5 -0.2
H 1.041 1.528 -3.479 -0.9 0.3 0.5
H 0.212 3.078 -3.473 0.2 0.3 -0.2
H -2.268 1.427 -2.130 -1.2 -0.2 -0.6
H -3.249 1.867 0.090 0.6 0.2 0.2
H -1.533 2.435 1.956 -0.1 0.4 0.3
H 0.798 2.976 1.305 0.5 0.2 0.5
H 1.568 2.793 -1.058 -0.2 0.0 0.3
O -1.605 -0.881 1.937 0.8 0.7 0.2
C -0.920 -0.833 3.270 1.2 -0.8 -0.5
C 0.514 -0.248 3.189 -1.3 0.5 -0.7
C 1.227 0.093 4.308 0.2 -0.2 0.9
C 2.531 0.592 4.194 -0.6 -0.1 -0.3
C 3.028 0.783 2.917 1.0 0.1 -1.1
C 2.225 0.489 1.832 1.3 0.2 -1.4
N 1.007 0.011 1.968 -1.9 -0.6 -0.6
H -2.281 -1.586 1.888 0.4 0.3 0.3
H -0.796 -1.890 3.520 -0.3 0.2 0.5
H -1.487 -0.259 3.983 -0.5 -0.1 0.1
H 0.781 -0.059 5.286 0.1 0.0 0.0
H 3.102 0.815 5.082 0.1 0.1 0.0
H 4.037 1.112 2.627 -0.4 0.0 0.8
H 2.587 0.559 0.752 -0.3 0.3 1.7
C 0.144 -2.274 -4.291 0.3 -1.5 -0.3
O -0.205 -1.644 -3.048 -0.3 0.4 0.6
P -0.346 -2.405 -1.689 0.7 0.5 0.3
O -1.530 -1.459 -1.004 -1.6 0.5 0.7
C -2.958 -1.854 -1.247 0.7 0.6 -0.4
O 0.665 -1.369 -0.670 -0.5 0.2 -0.6
C 1.957 -1.861 -0.342 0.2 -1.3 0.6
H -0.601 -2.024 -5.019 -0.3 0.3 -0.3
H 0.170 -3.376 -4.191 0.0 0.5 0.1
H 1.120 -1.928 -4.571 0.4 0.2 -0.2
H -3.170 -2.749 -0.702 -0.1 -0.5 0.5
H -3.017 -2.080 -2.309 -0.4 0.3 0.0
H -3.602 -1.018 -0.928 0.4 -0.4 -0.3
H 2.752 -1.463 -0.921 0.5 0.8 -0.7
H 1.967 -2.933 -0.477 0.0 -0.4 -0.1
H 2.086 -1.695 0.705 0.4 0.1 0.4

No. 2
15
Properties=species:S:1:pos:R:3:forces:R:3 method="wB97M-V/def2-TZVPD" total_energy_ev=-6802.861 total_charge=+1 relative_energy_kj_mol=139.87 e_homo_ev=-11.21 spin_multiplicity=1
C -4.351 -1.233 2.726 1.2 0.2 -0.5
N -4.429 -1.763 1.303 -0.5 0.5 0.1
H -4.491 -0.156 2.697 -0.3 -0.1 0.0
H -3.305 -1.412 2.965 -0.1 0.0 0.5
H -5.007 -1.711 3.434 -0.3 -0.3 -0.2
H -3.950 -1.091 0.698 0.2 -0.2 0.0
H -3.969 -2.670 1.205 -0.1 0.0 0.0
H -5.381 -1.817 0.930 0.0 -0.2 0.2
O 6.815 1.792 -1.910 0.0 0.7 0.2
C 5.791 1.923 -2.523 0.2 -2.1 0.4
C 4.401 1.667 -1.989 -0.4 0.0 -1.3
H 5.813 1.875 -3.633 0.0 0.7 0.0
H 4.126 1.762 -0.950 0.4 0.4 0.2
H 3.749 2.206 -2.677 -0.4 0.3 0.4
H 4.187 0.630 -2.275 0.3 -0.1 0.1